Entry 1:
Density functional theory data (ωB97M-V/def2-TZVPD) for a 3-piece molecular cluster, C36H52BN4O11S2 overall.

Structure (XYZ):
```
106
Properties=species:S:1:pos:R:3:forces:R:3
C 1.227655 4.192490 4.153297 -0.40 -0.12 0.09
C 1.021562 3.495397 2.818753 0.26 0.27 0.20
O 2.006424 2.476985 2.547814 -0.82 -0.30 -0.34
B 1.843259 1.257802 3.097890 0.69 0.32 0.26
O 1.884073 1.067003 4.473547 -0.59 -0.13 -0.40
C 1.457426 0.041563 2.106602 0.39 -0.07 -0.19
C 2.226616 -0.257050 0.790415 0.05 -0.14 0.37
N 3.155982 0.810777 0.449005 0.26 -0.10 -0.22
C 3.592247 0.949318 -0.955531 0.14 0.21 0.08
C 4.360895 0.678794 1.255205 0.07 0.37 0.32
C 5.295706 -0.474512 0.934682 0.03 0.20 -0.23
O 4.641733 1.481482 2.104447 -0.27 -0.49 -0.17
C 1.198169 -0.748595 -0.233329 -0.01 0.06 -0.19
C 0.140516 0.263868 -0.705096 -0.05 0.09 -0.02
C 0.646732 1.489938 -1.416865 -0.06 0.10 -0.19
C 0.743817 2.720655 -0.782167 -0.07 -0.08 -0.05
C 1.203740 3.831955 -1.476166 -0.03 -0.16 0.04
C 1.560603 3.721378 -2.812599 -0.05 -0.03 0.14
C 1.443066 2.502209 -3.480893 0.03 0.06 0.09
C 1.807168 2.383982 -4.935907 0.13 -0.10 0.20
C 0.982393 1.400911 -2.765746 0.00 0.17 -0.08
C 0.607699 -2.118695 0.306152 0.00 0.22 -0.10
C -0.894138 -2.297323 0.025454 -0.15 -0.21 0.38
N -1.803507 -1.465890 0.820007 0.14 -0.03 -0.27
C 1.402478 -3.212186 -0.477726 -0.22 -0.03 -0.04
C 1.069948 -4.663974 -0.220488 0.14 -0.06 0.11
C -0.032590 -5.219255 -0.873194 -0.04 -0.10 0.01
C -0.394041 -6.543587 -0.703124 0.02 0.02 0.09
C 0.367966 -7.353697 0.127553 -0.07 0.10 -0.06
C 1.487540 -6.829626 0.744796 -0.08 -0.03 -0.01
C 1.861181 -5.494531 0.585496 0.04 -0.06 -0.01
C 3.126823 -5.048998 1.282615 -0.23 -0.09 0.02
C 0.814728 -2.419620 1.816819 0.09 -0.32 -0.08
N 1.206494 -1.305031 2.785647 -0.11 0.22 0.06
C 2.226071 -1.760959 3.752090 0.14 -0.08 0.18
C 3.503488 -2.148003 3.385380 -0.09 -0.03 0.26
C 4.362301 -2.561336 4.395964 -0.24 0.13 -0.13
C 3.900880 -2.580414 5.708192 0.02 -0.02 -0.21
N 2.661409 -2.234967 6.048315 -0.01 0.01 -0.05
C 1.849152 -1.833115 5.085444 0.15 -0.02 -0.17
H 0.653136 3.713872 4.946725 0.12 -0.10 0.06
H 0.853996 5.213227 4.090808 0.15 0.09 0.00
H 2.274695 4.181561 4.439298 0.09 0.15 -0.08
H 0.016837 3.061849 2.760949 -0.02 -0.04 -0.03
H 1.096912 4.204014 1.997466 0.15 0.00 -0.04
H 1.019703 1.027995 4.896010 0.15 0.04 0.34
H 0.453566 0.362209 1.799311 -0.05 0.02 0.04
H 2.820452 -1.163012 0.989158 0.00 -0.09 0.09
H 3.482096 0.044968 -1.555417 -0.07 -0.04 -0.04
H 4.650718 1.210356 -0.971741 0.03 -0.02 0.05
H 3.080309 1.785275 -1.421812 -0.06 -0.14 -0.05
H 4.835391 -1.252727 0.327947 -0.03 -0.10 0.05
H 6.119334 -0.068556 0.347048 0.08 0.00 0.04
H 5.720339 -0.868344 1.852358 0.02 -0.06 0.05
H 1.736011 -1.036323 -1.137140 0.10 0.12 -0.02
H -0.488398 -0.250036 -1.431202 -0.12 -0.18 0.12
H -0.525541 0.573273 0.098407 -0.02 0.09 0.07
H 0.461180 2.815876 0.257499 0.03 -0.03 0.05
H 1.277970 4.777758 -0.956762 0.04 0.07 -0.09
H 1.924968 4.593335 -3.339017 0.01 0.01 -0.07
H 2.638186 3.044083 -5.176324 -0.04 0.09 -0.08
H 2.122375 1.367764 -5.167288 -0.07 -0.05 -0.09
H 0.961357 2.639011 -5.572112 -0.02 0.03 -0.07
H 0.901132 0.451657 -3.286798 -0.04 -0.08 0.04
H -1.103850 -2.184547 -1.039077 0.09 0.10 -0.10
H -1.117978 -3.336332 0.264018 -0.03 -0.07 -0.10
H -1.352575 -0.770954 1.391348 -0.06 0.04 0.10
H -2.460680 -2.007899 1.358066 0.03 0.03 0.14
H 1.230064 -3.009520 -1.536762 0.03 -0.01 -0.05
H 2.463006 -3.035126 -0.290842 0.02 0.08 -0.07
H -0.616771 -4.600061 -1.541589 0.00 0.02 -0.07
H -1.258711 -6.942881 -1.213931 -0.01 0.00 -0.04
H 0.099639 -8.389725 0.276084 0.01 -0.05 -0.01
H 2.096059 -7.482173 1.357537 0.07 0.03 0.04
H 3.786302 -5.904730 1.406336 0.10 0.02 -0.03
H 2.910178 -4.684506 2.289517 0.08 0.06 0.05
H 3.666359 -4.276404 0.737323 0.06 0.01 0.01
H -0.091535 -2.858863 2.228792 -0.05 0.05 0.04
H 1.574287 -3.184842 1.927200 0.13 0.13 0.01
H 0.389013 -1.143485 3.370522 -0.06 -0.03 -0.01
H 3.829003 -2.156521 2.358441 0.04 0.00 -0.07
H 5.368498 -2.870023 4.153135 0.04 -0.02 0.07
H 4.553637 -2.902523 6.508254 -0.02 0.01 0.07
H 0.843027 -1.543871 5.379112 -0.06 -0.03 0.09
C -2.973728 0.936071 -2.340810 0.20 0.09 0.17
C -3.799027 0.416060 -1.178944 -0.12 -0.18 -0.20
O -4.582571 1.555890 -0.786469 0.15 0.09 0.02
S -4.941210 2.442409 -2.063239 0.07 -0.07 0.00
O -6.239700 2.114843 -2.534175 0.01 0.04 -0.02
O -4.591954 3.787344 -1.785568 -0.05 0.04 0.05
O -3.877249 1.789475 -3.056601 -0.10 -0.11 -0.02
H -2.123569 1.534330 -2.005939 0.00 -0.01 0.02
H -2.629225 0.147681 -3.005755 -0.11 0.04 -0.11
H -3.197482 0.074712 -0.340796 -0.06 0.13 0.03
H -4.474022 -0.383071 -1.493481 0.00 0.01 -0.02
C -8.391073 5.253445 -3.490294 -0.07 -0.06 0.21
C -8.421093 3.829495 -4.005938 0.17 0.03 -0.13
O -9.710580 3.722556 -4.631282 -0.07 0.07 0.13
S -10.119477 5.118750 -5.288357 0.09 -0.03 0.06
O -9.795568 5.118415 -6.669170 -0.02 0.06 -0.03
O -11.422640 5.453434 -4.843471 -0.05 -0.03 -0.04
O -9.035041 6.011642 -4.524709 0.09 -0.04 -0.09
H -8.962381 5.361409 -2.566799 0.00 -0.02 -0.01
H -7.382726 5.630669 -3.345724 -0.01 0.08 -0.11
H -8.337886 3.090212 -3.218922 -0.15 -0.07 -0.02
H -7.649158 3.654986 -4.757160 0.01 0.00 0.02
```
Forces are in eV/Å.

* LUMO level: -3.2 eV
* E_HOMO: -11.55 eV
* net charge: +1
* total energy: -88998.4906 eV

Mulliken population analysis, charges in e, atoms 1 to 99: -1.3936, -0.1866, -0.4579, 1.2238, -0.6256, -1.1448, 0.4609, 0.5184, -0.6908, 0.6562, -1.2847, -0.5321, 0.0957, -0.9871, -0.9390, -0.0145, -0.9713, -0.7561, 0.6222, -1.7363, -0.0610, 2.2342, -2.4422, -0.0704, -1.2254, 0.4274, -0.4966, -0.8405, -0.6899, -0.7286, 0.8546, -1.9059, -1.1900, 1.1184, 0.2239, -0.0788, -1.6962, -0.4633, -0.6288, -0.4136, 0.2973, 0.4375, 0.2835, 0.3798, 0.2775, 0.3225, -0.0604, -0.6779, 0.2358, 0.6948, 0.1250, 0.3150, 0.4516, 0.3175, 1.1867, 0.8723, 0.3179, 0.1995, 0.4381, 0.4470, 0.4183, 0.3950, 0.3174, 0.3739, 0.2462, 1.0765, 0.0842, 0.3235, 1.0218, 0.2396, 0.4855, 0.4116, 0.4026, 0.4371, 0.5618, 0.3681, 0.2675, 0.2167, -0.6438, 0.8981, 1.0321, 0.4914, 0.4160, 0.4375, 0.0376, 0.0718, -0.4113, 1.1065, -0.5123, -0.5696, -0.3770, 0.0621, 0.3402, 0.0181, 0.3011, -0.2690, -0.2513, -0.3245, 1.1006

---

Entry 2:
Density functional theory data (ωB97M-V/def2-TZVPD) for C23H39BBeN3O2S2Si4Te as an isolated structure.

Structure (XYZ):
```
76
Properties=species:S:1:pos:R:3:forces:R:3
Be 0.091361 2.250157 -0.464930 -0.51 -0.42 0.45
C -4.197287 6.058407 -0.030577 -0.01 -0.15 -0.14
S -3.270101 5.831609 -1.565409 0.20 0.05 0.06
C -2.162062 4.498456 -1.033227 0.02 0.02 0.16
S -2.783188 3.101588 -0.378042 0.00 0.09 -0.03
N -0.897918 4.860681 -1.217077 -0.34 0.00 -0.21
N 0.043856 3.937597 -0.927343 0.15 0.26 0.00
C 1.232410 4.443557 -0.808200 0.18 -0.08 0.01
C 2.268842 3.519383 -0.432537 0.05 0.03 -0.01
C 3.582681 3.867071 -0.107902 0.02 0.09 -0.03
C 4.439317 2.884768 0.331151 0.00 -0.06 0.00
C 3.980621 1.567802 0.426897 0.10 0.08 -0.01
C 2.679871 1.302454 0.072363 -0.20 -0.12 -0.12
N 1.838213 2.250323 -0.343534 0.12 0.22 0.09
H -4.987661 6.780247 -0.236642 0.01 -0.02 0.00
H -3.540392 6.443456 0.747317 -0.03 0.00 0.03
H -4.625000 5.105005 0.274446 -0.03 0.05 0.03
H 1.382214 5.511653 -0.905478 0.05 -0.02 -0.03
H 3.892643 4.900210 -0.193148 0.02 -0.01 0.03
H 5.459326 3.125342 0.602848 -0.01 0.02 0.00
H 4.624166 0.770519 0.773510 -0.03 0.00 -0.05
H 2.264688 0.304300 0.110249 -0.03 0.05 0.02
C -3.299938 -2.332834 0.066698 -0.12 0.11 -0.17
Si -1.474717 -2.524813 0.451317 -0.09 -0.14 0.20
C -1.148771 -4.364408 0.740654 0.11 -0.12 -0.10
C -1.117117 -1.672911 2.079283 0.10 0.25 -0.01
Si -0.189564 -1.756658 -1.338820 0.03 0.11 0.05
Te -0.658426 0.579988 -2.039921 0.03 -0.18 -0.23
Si -0.876386 -2.897542 -3.260394 -0.06 -0.15 -0.27
C 0.410591 -2.648674 -4.611885 0.20 0.10 -0.02
C -2.508471 -2.241668 -3.911806 -0.15 0.20 0.09
C -1.121478 -4.761221 -3.078370 0.04 -0.11 0.20
Si 1.996677 -2.498514 -0.943163 0.19 -0.20 0.01
C 3.321456 -1.712929 -2.020870 -0.03 0.19 -0.13
C 2.533814 -2.339926 0.861850 -0.08 0.13 0.13
C 2.107754 -4.348935 -1.301471 -0.13 -0.12 -0.05
H -3.911908 -2.611036 0.930764 0.04 0.00 -0.03
H -3.592009 -2.964499 -0.779328 0.00 0.04 0.07
H -3.528000 -1.294554 -0.197780 0.01 -0.09 0.03
H -1.846714 -4.762145 1.485407 0.03 0.04 -0.03
H -0.131767 -4.526926 1.114159 -0.08 0.00 -0.01
H -1.261506 -4.948820 -0.177349 0.00 0.01 0.08
H -1.762213 -2.078130 2.866413 0.02 0.00 -0.03
H -1.295874 -0.594811 2.005836 0.01 -0.20 0.03
H -0.075523 -1.817720 2.384171 -0.07 0.00 0.00
H 0.692370 -1.591715 -4.672387 -0.03 -0.09 -0.02
H 0.018724 -2.956299 -5.587229 0.02 -0.01 0.06
H 1.319377 -3.227881 -4.410195 -0.08 0.05 -0.03
H -2.441175 -1.167630 -4.110415 -0.03 -0.11 0.01
H -3.314193 -2.388091 -3.183701 0.07 0.02 -0.09
H -2.782712 -2.756259 -4.839248 0.03 0.01 0.05
H -0.222730 -5.266061 -2.712390 -0.09 0.01 -0.04
H -1.383946 -5.193637 -4.049914 0.01 0.04 0.04
H -1.935380 -4.984541 -2.380529 0.04 0.01 -0.08
H 3.383166 -0.630032 -1.887032 0.00 -0.04 -0.02
H 3.108747 -1.895386 -3.079326 0.02 0.01 0.08
H 4.299532 -2.146338 -1.786280 -0.04 0.01 -0.01
H 2.412518 -1.330892 1.266585 0.02 -0.13 0.03
H 3.586274 -2.623364 0.968770 -0.04 -0.01 -0.01
H 1.937535 -3.007976 1.492037 0.05 0.03 -0.04
H 1.926107 -4.554710 -2.360838 0.05 0.00 0.07
H 1.368767 -4.912505 -0.723840 0.06 0.01 -0.04
H 3.102459 -4.730532 -1.047423 -0.03 0.04 0.00
O 0.417590 3.136326 2.221690 -0.14 -0.05 0.15
B -0.376095 2.261418 1.395823 0.40 0.23 0.19
O -1.261273 1.588643 2.270973 -0.01 0.07 0.02
C -1.009310 2.022132 3.539624 -0.07 -0.10 -0.14
C -1.600680 1.627139 4.716529 -0.06 -0.04 0.10
C -1.123568 2.210023 5.894734 0.03 0.02 -0.04
C -0.098255 3.148229 5.869594 -0.01 -0.03 -0.09
C 0.487645 3.546481 4.663136 0.00 0.04 0.12
C 0.009551 2.963402 3.512871 0.09 0.01 -0.27
H -2.395692 0.891458 4.722763 0.04 0.03 -0.01
H -1.556949 1.923788 6.844999 -0.01 -0.01 -0.02
H 0.260140 3.571235 6.799458 -0.02 0.03 0.00
H 1.284967 4.278676 4.631018 -0.02 -0.03 -0.01
```
Forces are in eV/Å.

* LUMO level: 1.9 eV
* E_HOMO: -4.09 eV
* net charge: -1
* total energy: -94609.8900 eV

Computed Mulliken charges, given in elementary charges: -1.1644, -0.8042, -0.1078, 0.3634, -0.3220, -1.4029, 1.3425, -0.6932, 0.7926, -0.8743, -0.5208, -0.6351, -0.2344, 0.5978, 0.3008, 0.2616, 0.2427, 0.3808, 0.4492, 0.3961, 0.4922, 0.2042, -1.1419, 0.3305, -1.0270, -0.4978, 0.3413, -0.2567, 0.3995, -1.0832, -1.0457, -1.1161, 0.6358, -1.0329, -1.3071, -1.1069, 0.3896, 0.2506, 0.3313, 0.3964, 0.2439, 0.2120, 0.3870, -0.1881, 0.2674, 0.2866, 0.4005, 0.2523, 0.3050, 0.2394, 0.3411, 0.3172, 0.3890, 0.2656, 0.2306, 0.2965, 0.3386, 0.3008, 0.4309, 0.3440, 0.2122, 0.2695, 0.4035, -0.5858, 1.3515, -0.6660, 0.7161, -1.2258, -0.4488, -0.5169, -0.9548, 0.5866, 0.4742, 0.3753, 0.3704, 0.4543

---

Entry 3:
Density functional theory data (ωB97M-V/def2-TZVPD) for a 2-piece molecular cluster, C3H5NO overall at a distorted geometry.

Structure (XYZ):
```
10
Properties=species:S:1:pos:R:3:forces:R:3
C 1.115174 -0.118179 -0.523707 2.67 -3.31 1.38
C 1.236958 0.713892 0.482062 -4.66 3.31 -5.18
C -1.732725 -0.535974 -0.368798 2.37 -0.12 -1.35
N -2.146149 -0.088832 0.683658 -0.05 -0.49 -0.79
O -1.206010 -0.906218 -1.384669 -3.26 0.38 2.45
H 0.562401 -0.349065 -1.370845 -0.84 2.18 -1.70
H 1.584797 -1.082463 -0.463001 0.92 -0.78 0.87
H 0.540991 1.591309 0.103935 1.65 -0.69 2.16
H 1.550301 0.547532 1.426477 1.52 -0.27 2.61
H -1.505734 0.227999 1.414890 -0.32 -0.21 -0.46
```
Forces are in eV/Å.

* LUMO level: 0.7 eV
* E_HOMO: -10.39 eV
* total energy: -6726.9710 eV
* SMILES: N=C=O.C=C

Computed Mulliken charges, given in elementary charges: -0.6180, -0.7291, 0.7373, -0.5439, -0.5083, 0.4543, 0.2702, 0.2471, 0.3656, 0.3249